(1)
{"formula": "C2H7OPS", "method": "wB97M-V/def2-TZVPD", "symbols": ["C", "C", "O", "P", "S", "H", "H", "H", "H", "H", "H", "H"], "coordinates": [[-0.6429, 0.7904, -0.3720], [0.6216, 0.0300, -0.1670], [-1.7569, 0.1376, 0.1189], [0.7025, -1.7555, 0.0959], [2.1212, 0.8392, -0.0781], [-0.5428, 1.8108, 0.0449], [-0.8030, 0.8930, -1.4555], [-0.1706, -0.6657, 2.2376], [-1.5521, -0.1428, 1.0376], [1.0220, -2.0685, -1.2418], [-0.6500, -1.9703, -0.1057], [1.6510, 2.1017, -0.1147]], "atomic_forces_ev_per_a": [[0.68, 0.55, -0.80], [0.15, -0.35, 0.28], [-0.77, -0.59, 1.17], [0.34, 0.51, -0.06], [0.35, 0.41, -0.01], [0.00, -0.18, -0.06], [-0.13, 0.18, 0.09], [0.05, -0.14, 0.29], [-0.36, 0.29, -0.66], [0.18, -0.36, -0.18], [-0.55, -0.22, -0.05], [0.05, -0.09, 0.00]], "nbo_charge": [-0.1200, -0.5238, -0.6972, 0.3017, 0.1134, 0.1612, 0.1910, -0.0108, 0.4653, -0.0053, 0.0056, 0.1188], "gap_ev": [7.881, 8.051], "multiplicity": 3, "relative_energy_kcal_mol": 45.8}

(2)
{"formula": "C2H7OS", "method": "wB97M-V/def2-TZVPD", "symbols": ["C", "S", "H", "H", "H", "H", "C", "O", "H", "H", "H"], "coordinates": [[-1.5264, 0.0045, -0.0515], [-0.7928, -1.4180, 0.8779], [-0.7726, 0.5894, -0.5831], [-2.2281, 0.4858, 0.6168], [-2.0849, -0.4296, -0.8941], [0.3213, -1.1983, 0.1492], [2.1752, 1.7547, -0.7929], [0.9499, 1.1970, -0.8754], [2.1774, 2.8693, -0.8217], [2.9203, 1.4217, -1.5620], [2.6970, 1.4826, 0.1637]], "atomic_forces_ev_per_a": [[-0.99, -1.36, -0.83], [0.36, 0.83, -0.80], [0.49, 0.47, 1.02], [0.11, 0.54, -0.04], [-0.34, -0.06, 0.37], [0.26, -0.30, 0.38], [0.07, -0.46, 0.46], [-0.09, -0.11, -0.34], [0.11, 0.11, -0.07], [-0.10, 0.12, -0.22], [0.11, 0.23, 0.06]], "nbo_charge": [-0.7263, -0.1798, 0.3271, 0.1859, 0.1765, 0.1756, -0.1805, -1.0020, 0.0784, 0.0714, 0.0737], "gap_ev": 6.109, "relative_energy_kcal_mol": 48.3, "total_charge": -1}

(3)
{"formula": "C2H7OS", "method": "wB97M-V/def2-TZVPD", "symbols": ["C", "S", "H", "H", "H", "H", "C", "O", "H", "H", "H"], "coordinates": [[1.0603, -1.9125, 0.1547], [2.1430, -0.5228, 0.5992], [1.2681, -2.2913, -0.8234], [-0.0053, -1.6846, 0.0904], [1.2077, -2.7613, 0.8217], [-1.3220, 1.6337, 1.3858], [-0.8489, 1.4535, -0.5284], [-1.3744, 2.2006, 0.6052], [-1.3908, 0.5116, -0.6611], [0.1924, 1.1737, -0.3307], [-0.9301, 2.1995, -1.3133]], "atomic_forces_ev_per_a": [[-0.02, -0.05, 0.18], [-0.08, 0.17, 0.06], [0.46, -0.27, -0.89], [-0.21, 0.22, 0.43], [-0.19, -0.06, 0.25], [0.21, 0.11, -0.23], [0.28, 0.52, 1.34], [-0.17, -0.52, 0.05], [-0.26, 0.32, -0.43], [0.01, 0.10, -0.20], [-0.03, -0.54, -0.55]], "nbo_charge": [-0.7397, -0.7310, 0.1659, 0.1564, 0.1702, 0.4623, -0.2743, -0.7567, 0.1529, 0.2325, 0.1616], "gap_ev": 6.243, "relative_energy_kcal_mol": 25.2, "total_charge": -1}

For each record above, in turn, the calculated molar mass values are 110.1, 79.1, 79.1 g mol⁻¹.